The molecule C30H62, computed with ωB97M-V with the def2-TZVPD basis set.

Values from the calculation:
energy relative to the best compared isomer or geometry (same formula, charge and spin): 1.7 kJ/mol
net charge: 0
largest force on an atom: 0.5 eV/A
orbital gap: 11.22 eV

Each line ends with the Mulliken charge.
Geometry (Å):
C1 5.1464 0.5282 1.2569  -2.04
H1 5.6507 -0.3450 1.6649  0.42
H2 5.1703 1.3171 2.0059  0.43
H3 5.7015 0.8689 0.3852  0.45
C2 3.7079 0.1876 0.8708  2.46
C3 3.6984 -0.9417 -0.1561  -1.40
H4 4.2559 -1.7974 0.2195  0.48
H5 4.1593 -0.6144 -1.0859  0.32
H6 2.6839 -1.2672 -0.3683  0.03
C4 2.9962 1.4407 0.3477  -1.60
C5 1.4963 1.2462 0.1388  1.89
H7 1.3244 0.5309 -0.6679  -0.35
C6 0.7887 2.5548 -0.2061  -1.83
H8 1.0049 3.3010 0.5624  0.40
H9 1.1956 2.9288 -1.1490  0.41
C7 -0.7336 2.3994 -0.3391  2.72
C8 -1.3880 2.2748 1.0351  -1.35
H10 -2.4404 2.0193 0.9438  0.41
H11 -1.3056 3.2142 1.5784  0.33
H12 -0.9095 1.4970 1.6243  0.12
C9 -1.2975 3.5926 -1.1225  -1.17
C10 -2.8151 3.5992 -1.3259  -0.99
H13 -3.0785 4.5129 -1.8636  0.38
H14 -3.3053 3.6519 -0.3522  0.36
C11 -3.3670 2.3911 -2.0855  -0.90
H15 -3.0098 1.4808 -1.6042  0.33
H16 -4.4568 2.3927 -1.9968  0.53
C12 -3.0076 2.3595 -3.5771  1.20
C13 -3.9212 3.2935 -4.3688  -1.78
H17 -3.8906 4.3023 -3.9645  0.39
H18 -3.6145 3.3376 -5.4117  0.43
H19 -4.9497 2.9394 -4.3288  0.37
H20 -1.9753 2.6994 -3.7047  0.09
C14 -3.1075 0.9299 -4.1286  -1.52
C15 -1.8773 0.0835 -3.8057  0.82
C16 -2.0728 -1.3778 -4.2040  -0.85
C17 -0.7816 -2.1984 -4.1706  -1.47
H21 -1.0214 -3.2326 -4.4313  0.35
H22 -0.1139 -1.8132 -4.9459  0.39
C18 -0.0122 -2.1957 -2.8421  2.02
C19 1.2848 -2.9838 -3.0286  -1.92
H23 1.0666 -4.0332 -3.2160  0.35
H24 1.8446 -2.5951 -3.8767  0.50
H25 1.9199 -2.9149 -2.1500  0.31
C20 -0.8550 -2.7706 -1.6986  -1.22
C21 -0.1779 -2.6660 -0.3329  0.82
H26 0.1446 -1.6342 -0.1803  -0.74
C22 -1.1130 -3.0886 0.7987  -1.27
H27 -1.9892 -2.4359 0.8156  0.40
C23 -0.4426 -3.0675 2.1798  0.83
C24 -1.2667 -3.8905 3.1686  -1.75
H28 -1.3408 -4.9243 2.8379  0.42
H29 -0.8119 -3.8836 4.1557  0.41
H30 -2.2731 -3.4846 3.2507  0.37
H31 0.5470 -3.5296 2.0854  0.35
C25 -0.2615 -1.6309 2.6847  0.66
C26 0.7863 -1.5015 3.7888  -0.73
C27 0.9581 -0.0497 4.2324  -0.47
H32 -0.0220 0.3439 4.5153  0.62
H33 1.3216 0.5491 3.3935  -0.22
C28 1.9145 0.1284 5.4167  0.51
C29 1.8399 1.5654 5.9307  -1.64
H34 2.1382 2.2613 5.1490  0.31
H35 0.8271 1.8128 6.2413  0.39
H36 2.5022 1.7029 6.7826  0.45
C30 3.3550 -0.2100 5.0397  -1.32
H37 3.6896 0.4214 4.2192  0.14
H38 4.0155 -0.0454 5.8884  0.48
H39 3.4492 -1.2494 4.7370  0.34
H40 1.5972 -0.5448 6.2217  0.33
H41 0.4946 -2.1027 4.6522  0.37
H42 1.7355 -1.8916 3.4166  0.35
H43 -1.2223 -1.2552 3.0454  0.48
H44 0.0460 -0.9983 1.8507  -1.13
H45 -1.4632 -4.1033 0.5937  0.38
H46 0.7087 -3.3017 -0.3064  0.31
H47 -1.8010 -2.2289 -1.6478  0.26
H48 -1.0846 -3.8171 -1.9130  0.39
H49 0.2512 -1.1619 -2.5943  -0.48
H50 -2.8251 -1.8318 -3.5562  0.32
H51 -2.4650 -1.4153 -5.2240  0.48
H52 -1.6653 0.1413 -2.7375  -0.67
H53 -1.0143 0.4918 -4.3373  0.34
H54 -4.0007 0.4499 -3.7209  0.33
H55 -3.2256 0.9695 -5.2140  0.40
H56 -0.8074 3.6257 -2.0980  0.33
H57 -1.0242 4.5098 -0.5934  0.44
H58 -0.9268 1.4827 -0.9055  -1.15
H59 1.0699 0.8296 1.0531  -0.76
H60 3.4589 1.7529 -0.5915  0.37
H61 3.1428 2.2490 1.0695  0.43
H62 3.1822 -0.1588 1.7678  -0.81

Cartesian forces, eV/Å:
-0.282 -0.109 0.081
0.122 -0.072 0.042
0.053 0.098 0.080
0.102 0.049 -0.114
0.249 0.194 -0.217
-0.114 0.105 0.280
0.049 -0.131 -0.015
0.068 0.032 -0.155
-0.133 -0.104 -0.104
-0.234 -0.379 0.239
0.213 0.398 -0.023
-0.081 -0.107 -0.012
-0.223 -0.437 -0.089
0.034 0.115 0.027
0.041 0.088 -0.030
0.152 0.381 0.024
0.059 -0.145 -0.291
-0.152 -0.019 0.075
-0.006 0.141 0.094
0.026 -0.103 0.134
-0.211 -0.224 0.013
0.078 -0.095 -0.019
-0.083 0.061 0.051
-0.046 0.096 0.018
0.204 0.221 -0.047
-0.031 -0.140 0.074
-0.051 -0.102 -0.011
-0.337 -0.179 -0.052
0.271 -0.027 0.138
-0.067 0.155 -0.001
-0.011 0.033 -0.119
-0.142 -0.037 -0.001
0.057 -0.012 -0.008
0.413 0.227 0.131
-0.420 -0.222 -0.154
0.318 0.058 0.027
-0.119 0.168 0.193
0.084 -0.091 -0.061
0.037 -0.049 -0.082
-0.119 -0.324 -0.211
-0.130 0.276 0.115
-0.014 -0.168 -0.031
0.094 0.004 -0.089
0.131 -0.050 0.085
0.364 0.367 0.031
-0.422 -0.141 -0.051
0.125 0.078 -0.002
0.494 -0.020 0.086
-0.133 0.012 0.001
-0.413 0.091 -0.046
0.286 0.068 -0.103
-0.044 -0.120 0.006
-0.017 -0.040 0.164
-0.147 0.045 0.023
0.029 0.010 -0.027
0.351 -0.344 0.029
-0.216 0.355 -0.170
0.110 -0.387 0.341
-0.055 0.075 -0.046
-0.004 0.121 -0.098
0.013 0.287 -0.172
-0.028 -0.310 0.053
0.044 0.126 -0.101
-0.102 0.085 0.033
0.071 0.088 0.093
-0.269 -0.113 0.172
0.077 0.100 -0.147
0.123 0.006 0.053
0.096 -0.114 -0.072
-0.021 -0.001 -0.023
0.053 -0.083 0.063
0.062 -0.087 0.018
-0.101 0.067 -0.032
-0.031 0.126 -0.046
-0.103 -0.043 -0.026
0.109 0.028 0.024
-0.139 -0.023 0.002
-0.093 -0.087 -0.052
-0.012 0.052 0.045
-0.098 -0.012 -0.017
-0.096 -0.019 0.005
0.115 0.056 0.109
0.108 0.061 0.031
-0.119 -0.029 -0.015
-0.064 -0.051 -0.060
0.096 0.070 -0.022
0.100 0.058 -0.011
0.006 -0.055 -0.038
-0.046 -0.110 0.030
0.096 0.075 -0.056
0.040 0.086 -0.004
-0.046 0.020 0.038